Record 1
{
  "formula": "BrPd2",
  "method": "the ωB97M-V functional and the def2-TZVPD basis",
  "species": ["Pd", "Pd", "Br"],
  "xyz": [[-1.95, -1.05, -1.22], [1.93, 1.44, 0.59], [0.02, -0.39, 0.63]],
  "lowdin_spin": [1.557, 1.467, 0.976],
  "charge": 3,
  "relative_energy_kcal_mol": 28.1,
  "multiplicity": 5
}


Record 2
{
  "formula": "C5H4N",
  "method": "the ωB97M-V functional and the def2-TZVPD basis",
  "species": ["C", "C", "C", "C", "C", "N", "H", "H", "H", "H"],
  "xyz": [[-1.08, -1.88, 2.10], [-1.02, -1.35, 1.05], [1.80, 1.57, 0.08], [-0.58, -0.82, -0.39], [-0.43, 0.64, -0.51], [0.75, 1.18, -0.15], [2.85, 1.76, 0.30], [0.30, -1.33, -0.62], [-1.38, -1.01, -1.03], [-1.21, 1.23, -0.85]],
  "lowdin_charge": [0.238, -0.139, 0.350, -0.112, 0.028, 0.145, 0.152, 0.112, 0.094, 0.132],
  "charge": 1,
  "relative_energy_kcal_mol": 106.9
}


Record 3
{
  "formula": "C3H5NS",
  "method": "the ωB97M-V functional and the def2-TZVPD basis",
  "species": ["C", "C", "C", "H", "H", "H", "H", "H", "N", "S"],
  "xyz": [[0.60, -1.40, -0.12], [1.10, -0.11, 0.06], [-1.14, 0.81, -0.05], [-0.47, -1.44, -0.22], [1.34, -2.27, -0.11], [2.06, 0.21, 0.44], [0.55, 1.95, 0.47], [-1.90, 1.62, -0.25], [0.16, 1.07, -0.23], [-2.30, -0.45, 0.01]],
  "lowdin_charge": [-0.016, -0.153, -0.686, -0.111, 0.080, 0.080, 0.228, 0.035, -0.066, 0.610],
  "relative_energy_kcal_mol": 61.4
}


Record 4
{
  "formula": "C47H33AsCdN10",
  "method": "the ωB97M-V functional and the def2-TZVPD basis",
  "species": ["Cd", "C", "C", "C", "C", "C", "N", "C", "C", "C", "C", "C", "C", "C", "C", "N", "C", "N", "C", "N", "C", "N", "C", "N", "C", "N", "C", "C", "C", "C", "C", "C", "C", "C", "C", "C", "C", "C", "C", "C", "N", "H", "H", "H", "H", "H", "H", "H", "H", "H", "H", "H", "H", "H", "H", "H", "H", "C", "As", "C", "C", "C", "C", "C", "C", "C", "C", "H", "H", "H", "H", "H", "H", "H", "H", "H", "H", "H", "H", "H", "N", "C", "C", "C", "C", "C", "N", "C", "H", "H", "H", "H"],
  "xyz": [[0.40, 0.01, -0.24], [2.25, -6.32, 0.04], [2.04, -6.25, -1.35], [1.93, -4.99, -2.02], [1.98, -3.90, -1.22], [1.80, -2.52, -1.61], [1.48, -2.14, -2.79], [1.08, -0.89, -3.28], [0.63, -0.54, -4.58], [0.60, -1.25, -5.78], [0.27, -0.52, -6.88], [0.11, 0.89, -6.86], [0.15, 1.56, -5.70], [0.51, 0.86, -4.52], [0.63, 1.27, -3.07], [0.32, 2.50, -2.68], [0.55, 2.92, -1.44], [0.77, 2.17, -0.26], [1.10, 2.97, 0.76], [1.73, 2.61, 1.94], [1.89, 1.36, 2.28], [1.79, 0.19, 1.51], [2.09, -0.89, 2.28], [2.17, -2.12, 1.86], [1.99, -2.55, 0.63], [1.70, -1.78, -0.45], [2.13, -3.93, 0.21], [2.26, -5.14, 0.88], [2.46, -0.47, 3.62], [3.06, -1.08, 4.64], [3.52, -0.30, 5.73], [3.27, 1.11, 5.77], [2.67, 1.75, 4.63], [2.34, 0.94, 3.62], [0.96, 4.31, 0.31], [1.36, 5.49, 0.95], [1.42, 6.63, 0.14], [1.00, 6.64, -1.18], [0.56, 5.46, -1.79], [0.67, 4.31, -1.06], [0.97, 0.10, -2.41], [2.37, -7.32, 0.37], [2.29, -7.11, -1.97], [1.80, -4.89, -3.10], [0.66, -2.32, -5.86], [0.05, -1.02, -7.81], [-0.21, 1.48, -7.72], [-0.10, 2.58, -5.58], [2.28, -5.07, 1.98], [3.37, -2.11, 4.53], [4.05, -0.70, 6.60], [3.62, 1.68, 6.69], [2.50, 2.83, 4.54], [1.62, 5.52, 2.02], [1.74, 7.58, 0.55], [1.04, 7.57, -1.82], [0.28, 5.42, -2.81], [-3.43, -0.82, 0.68], [-1.60, -0.95, 1.15], [-1.70, -2.63, 2.09], [-1.35, 0.53, 2.42], [-1.96, 0.26, 3.71], [-1.26, -0.56, 4.62], [-1.91, -0.92, 5.79], [-3.24, -0.53, 6.08], [-3.95, 0.21, 5.15], [-3.28, 0.57, 4.00], [-4.05, -0.97, 1.55], [-3.58, -1.62, 0.00], [-3.75, 0.02, 0.16], [-1.98, -2.41, 3.10], [-0.81, -3.21, 2.06], [-2.55, -3.17, 1.61], [-1.89, 1.34, 1.98], [-0.32, 0.87, 2.38], [-0.25, -0.94, 4.46], [-1.41, -1.49, 6.56], [-3.72, -0.75, 7.06], [-4.94, 0.66, 5.36], [-3.84, 1.17, 3.30], [-2.45, -3.07, -4.89], [-2.48, -2.01, -4.46], [-2.55, -0.68, -4.00], [-2.89, 0.33, -4.92], [-2.77, 1.64, -4.47], [-2.58, 1.85, -3.16], [-2.46, 0.91, -2.24], [-2.36, -0.39, -2.67], [-3.16, 0.07, -5.88], [-2.87, 2.43, -5.22], [-2.45, 2.86, -2.66], [-2.17, -1.18, -1.97]],
  "lowdin_charge": [1.219, -0.069, -0.071, -0.007, -0.132, -0.320, 0.204, -0.281, -0.141, -0.027, -0.083, -0.086, -0.058, -0.072, -0.287, 0.183, -0.266, 0.039, -0.287, 0.202, -0.305, 0.036, -0.317, 0.185, -0.317, 0.033, -0.107, 0.006, -0.144, -0.032, -0.057, -0.044, -0.022, -0.149, -0.136, -0.001, -0.097, -0.083, -0.023, -0.128, 0.042, 0.084, 0.103, 0.120, 0.118, 0.103, 0.110, 0.103, 0.115, 0.118, 0.100, 0.117, 0.124, 0.119, 0.093, 0.119, 0.100, -0.312, 1.097, -0.247, -0.336, -0.316, -0.057, -0.079, -0.090, -0.093, -0.069, 0.038, 0.012, 0.005, 0.012, 0.010, 0.050, 0.077, 0.027, 0.114, 0.099, 0.112, 0.118, 0.106, 0.183, -0.203, -0.218, 0.022, -0.067, -0.183, 0.083, -0.087, 0.105, 0.126, 0.134, 0.081],
  "relative_energy_kcal_mol": 35.9
}


Record 5
{
  "formula": "C5H10FNO",
  "method": "the ωB97M-V functional and the def2-TZVPD basis",
  "species": ["C", "C", "C", "C", "C", "H", "H", "H", "H", "H", "H", "H", "H", "H", "H", "N", "O", "F"],
  "xyz": [[1.29, -0.19, 0.48], [1.60, 0.99, -0.47], [0.14, 1.51, -0.22], [-0.22, 0.17, 0.29], [-0.97, -0.57, -0.76], [2.78, -1.55, -0.11], [1.07, -2.26, 0.25], [1.55, 0.09, 1.54], [2.40, 1.71, -0.29], [1.71, 0.51, -1.49], [-0.50, 1.95, -0.99], [0.13, 2.08, 0.80], [-1.84, 0.08, 1.24], [-0.67, -1.72, -0.74], [-0.64, -0.01, -1.76], [1.74, -1.39, -0.21], [-0.95, -0.04, 1.49], [-2.40, -0.26, -0.54]],
  "lowdin_charge": [-0.333, -0.118, -0.114, -0.569, -0.066, 0.092, 0.168, 0.163, 0.098, 0.118, 0.115, 0.155, 0.057, 0.146, 0.161, 0.000, 0.023, -0.093],
  "relative_energy_kcal_mol": 51.9
}


Record 6
{
  "formula": "C10H10N3O2",
  "method": "the ωB97M-V functional and the def2-TZVPD basis",
  "species": ["C", "C", "C", "C", "C", "C", "C", "C", "C", "C", "N", "N", "N", "O", "O", "H", "H", "H", "H", "H", "H", "H", "H", "H", "H"],
  "xyz": [[1.82, -2.06, 2.01], [2.17, -2.56, 0.71], [1.00, -1.00, 2.18], [1.46, -2.22, -0.39], [0.37, -0.39, 0.92], [0.53, -1.12, -0.46], [0.90, 1.12, 0.81], [-0.70, 1.69, -0.95], [-1.05, -0.17, 1.27], [-1.70, 2.22, -3.06], [0.35, 1.76, -0.12], [-1.86, 1.18, -0.53], [-1.90, 0.55, 0.66], [0.04, -0.73, -1.50], [-0.62, 2.33, -2.06], [2.25, -2.53, 2.92], [2.98, -3.28, 0.65], [0.75, -0.51, 3.10], [1.64, -2.71, -1.34], [1.44, 1.61, 1.56], [-1.18, -0.60, 2.25], [-1.44, 2.66, -4.06], [-2.53, 2.82, -2.69], [-1.94, 1.24, -3.07], [-2.78, 0.69, 1.18]],
  "lowdin_charge": [-0.043, -0.012, -0.025, 0.019, -0.261, -0.293, 0.083, -0.441, 0.043, 0.031, 0.216, 0.163, 0.084, 0.123, 0.032, 0.132, 0.128, 0.120, 0.135, 0.132, 0.146, 0.129, 0.099, 0.052, 0.207],
  "charge": 1,
  "relative_energy_kcal_mol": 103.1
}